No. 1
3 unconnected molecules or ions with the total composition C3H14NO2 in a non-equilibrium geometry, computed with ωB97M-V/def2-TZVPD.

Geometry as XYZ:
```
20
Properties=species:S:1:pos:R:3:forces:R:3:nbo_charge:R:1
C 0.6640 -0.7800 1.2744 1.200 -1.274 1.817 -0.230
C 0.7657 0.6985 1.6951 -4.099 0.667 -2.413 -0.424
C -0.5633 1.6909 1.4455 -0.100 -1.674 -1.267 -0.626
N 0.5991 -1.0799 -0.2378 1.785 -1.824 1.897 -0.725
H 1.6514 -1.2852 1.6893 -1.894 0.882 -1.149 0.225
H -0.1521 -1.3938 1.7719 0.755 1.134 -0.685 0.232
H 1.4306 1.2212 1.0484 1.366 0.002 0.091 0.216
H 0.9116 0.8439 2.7292 0.897 -0.417 0.990 0.246
H -1.5900 1.3046 1.0544 1.869 0.021 1.146 0.219
H -0.6592 2.2443 2.3542 -0.527 0.293 0.489 0.226
H -0.2925 2.4021 0.6711 0.179 0.172 -0.035 0.206
H -0.2727 -1.5184 -0.5365 -0.037 -0.161 0.260 0.450
H 0.7221 -0.3440 -0.9545 0.331 0.702 0.152 0.459
H 1.4217 -1.7480 -0.3802 -1.719 0.979 -0.233 0.437
H -2.1344 -0.6109 -2.5182 -0.340 1.263 -2.622 0.478
H -2.7500 -1.4594 -1.5183 2.301 1.264 0.196 0.504
O -1.9027 -0.8877 -1.6719 -2.113 -2.586 2.381 -0.972
H 1.1993 0.9349 -2.6677 -0.558 0.036 -0.601 0.522
H 0.0435 -0.2881 -2.8368 2.272 1.554 0.572 0.517
O 0.9080 0.0550 -2.4117 -1.569 -1.036 -0.985 -0.961
```
Positions in Å, forces in eV/Å.

As for the relative energy (zero: lowest compared OMol25 entry of this formula, charge and spin): 46.9 kcal per mole. The value obtained for the orbital gap is 11.56 eV. The HOMO energy comes out at -14.85 eV. As for the total charge: +1. The spin multiplicity is 1. The total energy is -327.64791 Ha.

---

No. 2
3 unconnected molecules or ions with the total composition C3H14NO3 in a non-equilibrium geometry, computed with ωB97M-V/def2-TZVPD.

Geometry as XYZ:
```
21
Properties=species:S:1:pos:R:3:forces:R:3:nbo_charge:R:1
O 0.5733 -0.0376 1.9286 0.556 -0.078 0.359 -0.842
C 1.8388 0.3119 1.3645 0.873 -0.667 0.943 -0.212
C 1.6267 0.5815 -0.1070 0.773 -0.001 -0.209 -0.324
N 0.1467 0.4540 -0.4947 1.183 -0.463 -0.684 -0.636
C 0.0124 0.4655 -1.9646 -0.544 1.248 -1.302 -0.502
H 0.6244 0.1125 2.8869 -0.193 -0.117 -0.143 0.470
H 2.3300 1.0980 1.9460 -0.637 0.799 -0.451 0.176
H 2.6455 -0.4480 1.5053 -0.971 -0.381 -0.326 0.168
H 2.2140 -0.1147 -0.7135 -0.592 -0.388 0.089 0.212
H 2.1178 1.5371 -0.3756 -1.253 0.047 -0.074 0.223
H -0.3538 1.2831 -0.1472 -0.359 -0.435 0.429 0.420
H -0.2618 -0.4550 -0.1683 0.266 0.608 0.374 0.463
H 0.0716 1.5270 -2.2105 0.594 0.029 -0.412 0.200
H -0.9686 0.2194 -2.3927 0.259 -0.480 0.982 0.243
H 0.7694 -0.1216 -2.4687 0.225 -0.019 0.224 0.213
H -0.6301 -2.2805 1.0357 -0.295 -0.224 -0.713 0.461
H -1.1371 -3.1959 -0.1586 0.122 0.101 0.173 0.464
O -0.9609 -2.2786 0.1028 0.223 0.422 0.588 -1.114
H -3.2274 1.0561 -1.2819 0.131 0.389 0.051 0.463
H -2.7724 -0.0639 -0.4205 0.326 -0.001 0.345 0.470
O -2.5406 0.8585 -0.6278 -0.688 -0.388 -0.242 -1.016
```
Positions in Å, forces in eV/Å.

As for the relative energy (zero: lowest compared OMol25 entry of this formula, charge and spin): 50.2 kcal per mole. The value obtained for the orbital gap (spin up / spin down) is 3.25 / 11.13 eV. The HOMO energy (spin up / spin down) comes out at -2.45 / -10.55 eV. The spin multiplicity is 2. The total energy is -403.01234 Ha.

---

No. 3
4 unconnected molecules or ions with the total composition C3H14NO3S in a non-equilibrium geometry, computed with ωB97M-V/def2-TZVPD.

Geometry as XYZ:
```
22
Properties=species:S:1:pos:R:3:forces:R:3:nbo_charge:R:1
C 0.7215 1.2725 0.2191 -0.541 -0.925 -0.182 -0.433
N 0.4896 -0.0946 -0.3221 0.421 0.746 0.288 -0.672
C 1.0507 -1.0441 0.6111 -0.061 -2.063 0.558 -0.232
C 0.1554 -1.7688 1.6610 -0.434 1.061 0.333 -0.520
S -0.8426 -0.7845 2.8871 0.642 0.115 -0.537 -0.728
H 0.0039 1.9463 -0.2374 0.364 0.325 -0.250 0.200
H 1.7598 1.5760 0.0927 0.051 0.038 -0.188 0.162
H 0.4495 1.2337 1.2682 0.544 0.346 0.251 0.209
H -0.5166 -0.2310 -0.3445 0.190 -0.247 0.109 0.365
H 1.4702 -1.9290 0.0913 0.056 0.359 -0.388 0.153
H 1.9038 -0.6466 1.1631 -0.053 0.500 -0.091 0.174
H 0.8974 -2.3938 2.1677 -0.357 -0.289 0.166 0.172
H -0.6293 -2.3695 1.1983 0.476 -0.321 -0.420 0.184
H -1.4777 1.0795 1.4845 0.153 0.100 1.144 0.505
H -1.2001 2.5294 2.1160 0.257 -0.614 0.377 0.467
O -1.6353 2.0424 1.4202 -1.347 0.664 -1.027 -1.013
H 0.8492 -0.6090 -3.2972 -0.416 0.110 0.060 0.470
H 1.7679 0.5160 -3.1309 -0.177 0.415 0.072 0.469
O 0.9374 0.3112 -3.5781 0.483 -0.450 -0.096 -0.940
H -1.8420 0.4913 -1.4663 0.169 0.042 -0.573 0.485
H -2.0444 -0.7676 -2.4201 0.418 0.472 -0.129 0.470
O -2.2685 -0.3599 -1.5836 -0.839 -0.383 0.525 -0.947
```
Positions in Å, forces in eV/Å.

As for the relative energy (zero: lowest compared OMol25 entry of this formula, charge and spin): 50.6 kcal per mole. The value obtained for the orbital gap is 5.93 eV. The HOMO energy comes out at -2.72 eV. As for the total charge: -1. The spin multiplicity is 1. The total energy is -801.36084 Ha.

---

No. 4
4 unconnected molecules or ions with the total composition C3H14O3S in a non-equilibrium geometry, computed with ωB97M-V/def2-TZVPD.

Geometry as XYZ:
```
21
Properties=species:S:1:pos:R:3:forces:R:3:nbo_charge:R:1
C -1.1017 0.9326 -2.5074 -0.784 0.157 -0.506 -0.621
C -1.9560 0.5707 -1.2904 0.650 -0.428 0.015 -0.503
S -1.3525 -0.9749 -0.4924 -0.058 0.599 -0.038 0.146
C -1.1127 -0.5504 1.2321 -0.765 -1.062 1.430 -0.758
H -0.7507 0.0405 -3.0091 0.200 -0.202 -0.119 0.221
H -1.7700 1.4270 -3.2217 0.212 0.100 -0.020 0.211
H -0.2594 1.6046 -2.3354 -0.062 -0.220 0.359 0.213
H -1.9211 1.3920 -0.5778 -0.332 -0.166 0.188 0.215
H -2.9727 0.3231 -1.5917 -0.010 0.430 0.042 0.219
H -1.1812 0.4854 1.5311 0.594 0.517 -0.616 0.218
H -0.2058 -1.0471 1.5644 0.398 0.489 -0.041 0.230
H -1.8716 -0.9831 1.9123 -0.089 -0.169 -0.697 0.214
O -0.8577 -2.9114 -3.2847 0.034 -0.050 -0.161 -0.944
H -0.8438 -2.4001 -2.4711 -0.011 0.030 0.205 0.472
H -0.0300 -3.4001 -3.2685 0.013 -0.026 -0.047 0.467
O 5.1751 0.2104 3.2130 -0.220 -0.237 0.095 -0.937
H 4.3881 0.3078 2.6657 0.015 0.173 -0.054 0.473
H 4.8929 -0.4194 3.8875 0.165 0.106 -0.037 0.464
O 1.6319 1.6987 2.6604 -0.257 0.018 -0.007 -0.934
H 1.1392 2.3245 2.1184 0.188 0.036 -0.095 0.469
H 0.9595 1.3692 3.2656 0.119 -0.096 0.103 0.467
```
Positions in Å, forces in eV/Å.

As for the relative energy (zero: lowest compared OMol25 entry of this formula, charge and spin): 22.5 kcal per mole. The value obtained for the orbital gap is 9.13 eV. The HOMO energy comes out at -8.80 eV. Its SMILES is CCSC.O.O.O. The spin multiplicity is 1. The total energy is -746.57210 Ha.

---

No. 5
4 unconnected molecules or ions with the total composition C3H14O4 in a non-equilibrium geometry, computed with ωB97M-V/def2-TZVPD.

Geometry as XYZ:
```
21
Properties=species:S:1:pos:R:3:forces:R:3:nbo_charge:R:1
C 0.8557 -0.5147 -1.3718 -0.256 0.748 -0.529 -0.628
C -0.4331 -1.2725 -1.0883 -0.489 1.134 -0.265 0.088
C -1.2948 -0.4462 -0.1399 0.375 0.055 1.362 -0.637
O -0.1359 -2.5184 -0.4990 -0.277 -0.501 0.117 -0.741
H 1.5780 -1.0282 -2.0032 0.002 -0.422 0.275 0.217
H 1.2921 -0.1987 -0.4242 0.262 -0.199 -0.032 0.218
H 0.6324 0.3986 -1.9415 -0.136 -0.023 0.197 0.194
H -1.0677 -1.3444 -1.9794 0.440 -0.558 -0.270 0.161
H -1.5040 0.5602 -0.4946 -0.108 -0.063 -0.457 0.207
H -0.7618 -0.2617 0.8024 0.164 -0.120 -0.111 0.217
H -2.2229 -0.9240 0.1731 -0.090 -0.158 -0.433 0.219
H -0.2080 -3.2396 -1.1346 0.039 0.235 0.096 0.487
O 0.6233 4.2313 -0.7238 -0.400 0.268 0.890 -0.931
H 0.5427 3.5387 -1.3629 0.145 -0.634 -0.829 0.466
H -0.2158 4.1590 -0.2457 0.209 0.281 -0.020 0.466
O 0.0543 -2.7852 2.4089 -0.169 0.659 -0.035 -0.945
H 0.1746 -1.9365 2.8492 0.157 -0.164 0.412 0.458
H -0.2220 -2.4684 1.5378 0.085 -0.599 -0.334 0.482
O 0.7843 1.6399 1.8847 -0.120 -0.728 0.194 -0.948
H 0.9219 2.1965 1.1248 0.157 0.515 -0.340 0.476
H 0.6068 2.2143 2.6280 0.012 0.275 0.113 0.473
```
Positions in Å, forces in eV/Å.

As for the relative energy (zero: lowest compared OMol25 entry of this formula, charge and spin): 18.5 kcal per mole. The value obtained for the orbital gap is 10.90 eV. The HOMO energy comes out at -10.62 eV. Its SMILES is CC(C)O.O.O.O. The spin multiplicity is 1. The total energy is -423.63902 Ha.

---

No. 6
5 unconnected molecules or ions with the total composition C3H14O5 in a non-equilibrium geometry, computed with ωB97M-V/def2-TZVPD.

Geometry as XYZ:
```
22
Properties=species:S:1:pos:R:3:forces:R:3:nbo_charge:R:1
C 0.7951 -1.6909 0.4522 -1.293 -1.942 1.754 -0.410
C 1.3833 -2.9292 0.2745 -0.006 6.023 -0.827 -0.209
C 2.8669 -2.9058 -0.0058 0.947 -1.193 2.057 -0.112
O 3.6323 -1.8146 0.5607 -1.788 0.832 -0.987 -0.744
H -0.2785 -1.5961 0.9165 1.978 -0.237 -1.406 0.196
H 1.3883 -0.7578 0.4849 -0.241 -0.822 -0.094 0.214
H 0.8766 -3.8377 0.1630 -0.709 -1.170 0.223 0.210
H 3.0921 -3.7655 0.6876 0.820 -0.056 -1.625 0.180
H 3.1353 -2.9389 -1.0775 -0.155 -0.732 0.563 0.195
H 4.3653 -2.1071 1.0791 0.434 -0.669 0.322 0.479
O -4.3124 -1.1546 1.1547 -6.092 -2.001 -0.138 -0.918
H -3.6625 -0.5944 1.2873 5.023 4.262 0.985 0.457
H -3.9654 -1.9500 0.8618 1.069 -2.247 -0.851 0.462
O -0.1612 4.5025 -1.0431 -1.641 -0.347 -2.005 -0.939
H -0.8542 4.7280 -0.4204 0.051 0.109 1.005 0.481
H -0.8022 4.3074 -1.7964 1.661 0.248 0.914 0.455
O -1.9475 3.1883 0.8349 3.664 -0.501 1.785 -0.958
H -2.1209 2.6428 0.0750 0.036 -0.557 -0.588 0.479
H -0.9482 2.9098 1.1185 -3.746 0.978 -1.203 0.482
O -0.9389 1.0337 -1.9361 0.777 -0.285 -0.067 -0.939
H -0.2252 0.3824 -1.8330 -0.533 -0.160 0.280 0.472
H -0.4504 1.6898 -2.4412 -0.257 0.468 -0.097 0.467
```
Positions in Å, forces in eV/Å.

As for the relative energy (zero: lowest compared OMol25 entry of this formula, charge and spin): 74.8 kcal per mole. The value obtained for the orbital gap is 10.21 eV. The HOMO energy comes out at -9.91 eV. Its SMILES is C=CCO.O.O.O.O. The spin multiplicity is 1. The total energy is -498.78952 Ha.

---

Which of these has the lowest relative energy (zero: lowest compared OMol25 entry of this formula, charge and spin)? C3H14O4

---

Number 2 is which compound? C3H14NO3

---

total energy of number 3 (C3H14NO3S)? -801.36084 Ha